Computed, not measured: C15H27O12Pb as an isolated structure at a distorted geometry, with the ωB97M-V functional and the def2-TZVPD basis.

Cartesian coordinates (Å):
1 Pb 0.8435 -0.5924 -1.7319
2 C -1.4039 -2.5480 -3.1856
3 O -0.7145 -2.4487 -1.9835
4 H -1.9297 -1.6024 -3.4294
5 H -0.7245 -2.7701 -4.0344
6 H -2.1226 -3.3895 -3.1581
7 C 0.4714 0.9291 -4.5829
8 O 1.4256 0.8073 -3.5980
9 H -0.3554 0.1895 -4.5055
10 H 0.0270 1.9447 -4.5931
11 H 0.8525 0.7582 -5.6141
12 C 3.7886 -2.5662 -1.5526
13 O 2.5832 -2.1363 -1.0587
14 H 4.7095 -2.1270 -1.0944
15 H 3.8705 -3.6606 -1.4040
16 H 3.9304 -2.3102 -2.6236
17 C -1.0690 -3.9840 4.0519
18 C -0.6144 -2.5753 3.7940
19 C 0.9078 -2.3329 3.9688
20 O 1.2440 -1.5363 2.8284
21 C 0.2294 -1.5558 1.9289
22 O 0.2709 -1.0813 0.8501
23 O -0.8513 -2.1793 2.4480
24 H -2.1458 -4.0526 3.9073
25 H -0.8715 -4.1945 5.1061
26 H -0.5373 -4.6774 3.4053
27 H -1.0958 -1.8221 4.4260
28 H 1.4907 -3.2499 4.0034
29 H 1.0549 -1.6472 4.7995
30 C -5.7299 1.0898 0.9346
31 C -4.8133 0.6298 -0.1666
32 C -4.7546 1.5599 -1.3867
33 O -3.3883 1.5063 -1.7722
34 C -2.6442 0.9178 -0.7914
35 O -1.4760 0.7895 -0.8477
36 O -3.4405 0.6155 0.2605
37 H -5.4207 2.0782 1.2716
38 H -5.7888 0.3699 1.7512
39 H -6.7585 1.1081 0.5614
40 H -5.0383 -0.4016 -0.4551
41 H -5.0701 2.5767 -1.1520
42 H -5.3214 1.1062 -2.1992
43 C 4.3300 2.8175 1.6908
44 C 3.5251 3.8765 0.9514
45 C 3.9156 3.9655 -0.5314
46 O 3.1763 2.8897 -1.1089
47 C 2.1479 2.5945 -0.2896
48 O 1.4246 1.6650 -0.3812
49 O 2.1649 3.4405 0.7865
50 H 3.9106 1.8113 1.6909
51 H 4.2528 3.0798 2.7529
52 H 5.3721 2.7894 1.3836
53 H 3.5385 4.8617 1.4077
54 H 4.9799 3.7869 -0.6811
55 H 3.6418 4.8870 -1.0481

Values from the calculation:
- Net charge: -1
- 2S+1: 1
- E_HOMO: -2.757 eV
- Calculated total energy: -45808.9000 eV
- HOMO-LUMO gap: 5.21 eV
- LUMO level: 2.45 eV

=====

Computed, not measured: a 5-piece molecular cluster, C43H30F2N2O24 overall at a distorted geometry, with the ωB97M-V functional and the def2-TZVPD basis.

Cartesian coordinates (Å):
1 C 2.8950 -1.3414 2.5656
2 C 1.6221 -1.3346 1.7747
3 O 0.6415 -1.8736 2.1987
4 N 1.6082 -0.6112 0.4939
5 C 2.2553 -1.4304 -0.5321
6 C 2.5510 -2.8667 -0.2253
7 O 2.4910 -0.9371 -1.5938
8 C 0.2219 -0.3602 0.1474
9 C -0.5216 -1.1396 -0.7187
10 C -1.8629 -0.8536 -0.9811
11 C -2.6228 -1.7440 -1.9315
12 C -2.4453 0.2376 -0.3274
13 C -1.6887 1.0384 0.5424
14 C -0.3458 0.7538 0.7727
15 C 0.5185 1.5793 1.6921
16 O 0.7327 1.2101 2.8184
17 N 1.0985 2.6960 1.1070
18 C 1.9719 3.4328 1.9420
19 O 3.0449 3.7644 1.5983
20 F 1.5091 3.7815 3.1208
21 C -2.3781 2.1659 1.2285
22 O -1.8674 3.2344 1.4549
23 C -3.7915 1.8668 1.5803
24 F -4.2826 2.3463 2.7165
25 C -4.5253 1.1200 0.7625
26 C -5.9467 0.7138 0.9975
27 C -5.9799 -0.7944 1.1538
28 O -6.5562 -1.5144 0.3998
29 O -5.2936 -1.2728 2.2257
30 C -3.8862 0.6018 -0.4808
31 O -4.5136 0.5178 -1.5039
32 H 3.7069 -0.7830 2.1134
33 H 3.1555 -2.3779 2.7479
34 H 2.6574 -0.9029 3.5294
35 H 3.2927 -2.9402 0.5666
36 H 2.9799 -3.3081 -1.1135
37 H 1.6683 -3.4079 0.0796
38 H -0.0708 -1.9999 -1.1918
39 H -3.1027 -2.5599 -1.4022
40 H -1.9094 -2.1260 -2.6561
41 H -3.3505 -1.1760 -2.4901
42 H 0.4448 3.3171 0.6277
43 H -6.3239 1.1244 1.9276
44 H -6.5787 0.9432 0.1492
45 H -5.8719 -1.8422 2.7478
46 O 1.1531 -5.2712 -0.9152
47 C 0.6969 -5.8216 -1.9035
48 C 1.4687 -6.6658 -2.7920
49 C 0.8762 -7.2180 -3.8609
50 O 1.5168 -8.0013 -4.7150
51 C -0.5787 -6.9853 -4.1731
52 O -1.0341 -7.5085 -5.1711
53 C -1.3547 -6.1546 -3.2673
54 C -0.7615 -5.6064 -2.1987
55 O -1.4019 -4.8331 -1.3300
56 H 2.5120 -6.8255 -2.5590
57 H 0.8601 -8.2605 -5.3905
58 H -2.4013 -6.0048 -3.4918
59 H -0.7426 -4.5795 -0.6549
60 O 5.7661 6.8309 1.6092
61 C 5.8799 6.4578 0.4566
62 C 5.4421 5.1583 -0.0242
63 C 5.6239 4.8317 -1.3110
64 O 5.2466 3.6638 -1.8199
65 C 6.2758 5.7720 -2.2865
66 O 6.4204 5.3939 -3.4346
67 C 6.6937 7.0801 -1.8103
68 C 6.5092 7.4086 -0.5253
69 O 6.8637 8.5849 -0.0205
70 H 4.9759 4.4873 0.6839
71 H 5.4964 3.6871 -2.7631
72 H 7.1464 7.7547 -2.5230
73 H 6.6195 8.5530 0.9248
74 O -5.0567 -5.0312 3.3124
75 C -4.1067 -5.7624 3.1058
76 C -3.0020 -5.4246 2.2225
77 C -2.0027 -6.2981 2.0478
78 O -0.9578 -6.0550 1.2617
79 C -1.9820 -7.6339 2.7354
80 O -1.0441 -8.3744 2.5061
81 C -3.0751 -7.9642 3.6329
82 C -4.0743 -7.0901 3.8129
83 O -5.1022 -7.3243 4.6192
84 H -3.0262 -4.4609 1.7328
85 H -0.3839 -6.8438 1.3226
86 H -3.0432 -8.9208 4.1346
87 H -5.6759 -6.5363 4.5613
88 O -0.0344 4.7968 -0.5028
89 C 0.0768 5.9691 -0.8211
90 C 1.3364 6.5822 -1.1857
91 C 1.3701 7.8822 -1.5116
92 O 2.4843 8.5091 -1.8573
93 C 0.1283 8.7340 -1.5079
94 O 0.2463 9.9083 -1.7990
95 C -1.1367 8.1083 -1.1600
96 C -1.1689 6.8089 -0.8360
97 O -2.2855 6.1736 -0.5023
98 H 2.2209 5.9592 -1.1833
99 H 2.2299 9.4348 -2.0390
100 H -2.0240 8.7249 -1.1726
101 H -2.0303 5.2531 -0.2969

Values from the calculation:
- Net charge: 0
- 2S+1: 1
- E_HOMO: -9.456 eV
- Calculated total energy: -102631.0750 eV
- HOMO-LUMO gap: 7.64 eV
- LUMO level: -1.81 eV

=====

Computed, not measured: a 9-piece molecular cluster, C33H54BNO29P overall at a distorted geometry, with the ωB97M-V functional and the def2-TZVPD basis.

Cartesian coordinates (Å):
1 O -4.3599 -0.8858 -2.6878
2 N -4.0554 -1.9568 -3.0527
3 O -2.8931 -1.8326 -3.8863
4 P -1.5113 -2.2936 -3.0380
5 O -1.8048 -3.6236 -2.1158
6 C -0.8804 -0.8315 -2.1020
7 B -1.1563 -0.8554 -0.5096
8 O -2.2716 -1.4364 0.1287
9 O -0.1991 -0.1955 0.2923
10 H -0.5708 -2.6306 -4.0615
11 H -1.0637 -3.7415 -1.4899
12 H -1.3600 0.0791 -2.5486
13 H 0.2162 -0.7347 -2.3014
14 H -2.2512 -2.3990 0.0808
15 H -0.6072 0.6484 0.5556
16 C -4.6114 -5.3321 0.0565
17 C -3.4858 -6.2631 0.4565
18 C -3.3302 -6.4090 1.9443
19 O -1.9319 -6.6908 2.0823
20 C -1.3106 -6.0978 1.0268
21 O -0.1311 -5.9235 0.9406
22 O -2.2104 -5.7248 0.0786
23 H -4.3554 -4.2919 0.2700
24 H -4.7921 -5.3990 -1.0186
25 H -5.5332 -5.5866 0.5760
26 H -3.6061 -7.2338 -0.0313
27 H -3.9309 -7.2239 2.3454
28 H -3.5581 -5.4936 2.4982
29 C 3.7044 1.2859 -2.8718
30 C 2.9963 2.4622 -2.2341
31 C 3.5463 2.8290 -0.8847
32 O 2.3999 3.3894 -0.2366
33 C 1.3117 2.7987 -0.7843
34 O 0.2128 2.8535 -0.3231
35 O 1.6321 2.1333 -1.9227
36 H 3.4503 0.3534 -2.3624
37 H 3.3881 1.1762 -3.9106
38 H 4.7865 1.4204 -2.8557
39 H 2.9960 3.3144 -2.9102
40 H 4.3538 3.5579 -0.9479
41 H 3.8903 1.9666 -0.3054
42 C -10.2842 -3.5467 0.2413
43 C -9.1231 -3.4653 1.2109
44 C -7.8142 -3.9191 0.6231
45 O -7.1153 -4.4057 1.7713
46 C -8.0658 -4.8316 2.6519
47 O -7.8401 -5.5045 3.6011
48 O -9.2959 -4.3866 2.2934
49 H -10.5690 -4.5842 0.0608
50 H -11.1589 -3.0470 0.6589
51 H -10.0389 -3.0704 -0.7095
52 H -9.0462 -2.4564 1.6263
53 H -7.2645 -3.1041 0.1513
54 H -7.9228 -4.7384 -0.0949
55 C -0.0325 -5.1332 3.9983
56 C 1.3165 -5.2824 4.6689
57 C 1.7200 -6.7131 4.8970
58 O 2.5522 -6.6148 6.0540
59 C 2.1173 -5.5338 6.7559
60 O 2.4249 -5.2956 7.8770
61 O 1.2855 -4.7665 6.0044
62 H -0.8415 -5.3911 4.6843
63 H -0.1906 -4.0936 3.7019
64 H -0.1078 -5.7543 3.1099
65 H 2.0808 -4.7367 4.1074
66 H 2.2743 -7.1282 4.0549
67 H 0.8768 -7.3711 5.1268
68 C 5.3400 -5.4349 5.8216
69 C 6.5093 -6.3694 6.0476
70 C 7.5054 -5.8577 7.0521
71 O 8.7229 -6.4539 6.6041
72 C 8.6023 -6.6323 5.2620
73 O 9.5046 -6.8841 4.5337
74 O 7.3107 -6.4796 4.8654
75 H 5.6510 -4.5491 5.2639
76 H 4.5768 -5.9304 5.2269
77 H 4.8915 -5.1256 6.7671
78 H 6.1503 -7.3676 6.3142
79 H 7.2702 -6.1712 8.0688
80 H 7.6203 -4.7698 7.0324
81 C 1.8397 8.7192 -4.6538
82 C 1.5125 7.3304 -4.1463
83 C 2.3158 6.9283 -2.9410
84 O 2.3788 5.5075 -3.0767
85 C 2.3002 5.2392 -4.4093
86 O 2.5592 4.1831 -4.9038
87 O 1.8949 6.3304 -5.1052
88 H 2.8212 8.7390 -5.1298
89 H 1.1147 9.0241 -5.4098
90 H 1.8182 9.4499 -3.8441
91 H 0.4377 7.2382 -3.9627
92 H 1.8312 7.2067 -2.0062
93 H 3.3350 7.3241 -2.9438
94 C 1.6162 8.6401 1.3548
95 C 2.7590 7.6655 1.5547
96 C 3.7754 8.1286 2.5630
97 O 4.9724 7.5050 2.0964
98 C 4.8399 7.3565 0.7540
99 O 5.7300 7.0905 0.0146
100 O 3.5520 7.5551 0.3654
101 H 1.9505 9.5272 0.8145
102 H 0.8295 8.1807 0.7536
103 H 1.1842 8.9429 2.3096
104 H 2.3715 6.6732 1.8031
105 H 3.5369 7.8025 3.5748
106 H 3.9226 9.2126 2.5635
107 C -0.5851 5.8856 -7.3689
108 C -1.7696 5.6417 -6.4579
109 C -3.0106 5.1996 -7.1847
110 O -4.0506 5.6924 -6.3397
111 C -3.5550 6.7889 -5.7058
112 O -4.2134 7.5766 -5.1128
113 O -2.2037 6.8612 -5.8453
114 H -0.7239 6.7929 -7.9590
115 H 0.3183 6.0301 -6.7763
116 H -0.4227 5.0421 -8.0422
117 H -1.4981 4.9368 -5.6654
118 H -3.0720 4.1160 -7.2836
119 H -3.1178 5.6541 -8.1738

Values from the calculation:
- Net charge: +1
- 2S+1: 1
- E_HOMO: -11.802 eV
- Calculated total energy: -105924.9629 eV
- HOMO-LUMO gap: 6.69 eV
- LUMO level: -5.11 eV

=====

Computed, not measured: a single C5H6O molecule, with the ωB97M-V functional and the def2-TZVPD basis.

Cartesian coordinates (Å):
1 C 2.6982 -0.3183 0.2038
2 C 1.5462 -0.5599 -0.0509
3 C 0.1466 -0.8610 -0.3701
4 C -0.8375 -0.0527 0.4527
5 C -1.4076 1.1872 -0.0660
6 O -2.1600 -0.0215 -0.0551
7 H 3.7218 -0.0966 0.4153
8 H -0.0433 -1.9282 -0.2039
9 H -0.0442 -0.6651 -1.4324
10 H -0.7698 -0.1774 1.5347
11 H -1.0976 1.5367 -1.0515
12 H -1.7528 1.9569 0.6235

Values from the calculation:
- Net charge: 0
- 2S+1: 1
- E_HOMO: -10.163 eV
- Calculated total energy: -7326.5554 eV
- HOMO-LUMO gap: 11.21 eV
- LUMO level: 1.04 eV